{
  "formula": "C39H49F3MnN6O2Si",
  "method": "wB97M-V/def2-TZVPD",
  "molar_mass_g_mol": 773.9,
  "total_charge": 1,
  "e_tot_ev": -101621.83714,
  "de_lowest_ev": 0.000,
  "multiplicity": 5,
  "orbital_gap_ev": [8.13, 7.47],
  "fmax_ev_per_a": 0.52,
  "species": ["Mn", "C", "N", "C", "C", "C", "N", "C", "C", "H", "H", "H", "H", "H", "H", "H", "H", "H", "H", "H", "H", "H", "H", "H", "H", "N", "C", "C", "C", "C", "N", "C", "N", "N", "C", "O", "O", "H", "H", "H", "H", "H", "H", "H", "H", "H", "H", "H", "H", "H", "H", "F", "C", "F", "F", "C", "C", "C", "C", "C", "C", "C", "C", "H", "H", "H", "H", "C", "C", "C", "C", "C", "C", "Si", "C", "C", "C", "C", "C", "C", "C", "C", "C", "C", "C", "C", "H", "H", "H", "H", "H", "H", "H", "H", "H", "H", "H", "H", "H", "H", "H"],
  "xyz": [[0.358, -1.296, -0.155], [3.493, -1.737, -0.187], [2.336, -2.196, -0.978], [2.565, -1.859, -2.389], [2.180, -3.653, -0.824], [1.468, -3.997, 0.473], [0.077, -3.504, 0.472], [-0.493, -3.639, 1.820], [-0.732, -4.312, -0.454], [4.397, -2.279, -0.491], [3.315, -1.889, 0.876], [3.646, -0.672, -0.346], [3.441, -2.386, -2.785], [2.748, -0.788, -2.472], [1.686, -2.122, -2.977], [3.161, -4.143, -0.852], [1.614, -4.030, -1.676], [1.982, -3.538, 1.319], [1.481, -5.084, 0.625], [-0.538, -4.693, 2.120], [-1.501, -3.223, 1.826], [0.110, -3.078, 2.529], [-0.630, -5.378, -0.218], [-0.446, -4.146, -1.488], [-1.780, -4.044, -0.342], [-2.232, -0.893, 0.170], [-2.879, -1.579, -0.936], [-4.194, -0.961, -1.429], [-4.130, 0.480, -1.933], [-3.275, 0.675, -3.184], [-3.533, -0.319, -4.224], [-4.557, -0.321, -5.044], [-5.367, 0.739, -5.159], [-4.798, -1.407, -5.791], [-1.855, -1.838, -2.056], [-2.251, -2.383, -3.095], [-0.645, -1.503, -1.847], [-2.846, -0.833, 0.975], [-1.996, 0.060, -0.094], [-3.141, -2.583, -0.589], [-4.906, -0.994, -0.601], [-4.600, -1.617, -2.203], [-3.720, 1.140, -1.163], [-5.152, 0.823, -2.109], [-2.216, 0.584, -2.944], [-3.379, 1.681, -3.593], [-3.032, -1.206, -4.070], [-5.172, 1.583, -4.652], [-6.125, 0.748, -5.817], [-4.222, -2.225, -5.684], [-5.526, -1.425, -6.481], [2.805, 0.245, 8.959], [2.328, 1.212, 8.162], [1.194, 1.672, 8.728], [3.210, 2.227, 8.189], [2.080, 0.734, 6.759], [1.660, 1.662, 5.813], [1.400, 1.255, 4.520], [1.555, -0.090, 4.160], [1.986, -1.008, 5.116], [2.247, -0.597, 6.414], [1.257, -0.487, 2.815], [0.938, -0.796, 1.682], [1.537, 2.700, 6.092], [1.066, 1.969, 3.779], [2.114, -2.046, 4.839], [2.579, -1.310, 7.155], [-0.892, 2.951, -4.279], [-1.287, 3.523, -3.079], [-0.874, 2.967, -1.872], [-0.061, 1.829, -1.834], [0.281, 1.243, -3.059], [-0.113, 1.800, -4.267], [0.677, 1.194, -0.200], [-0.103, 2.219, 1.177], [0.346, 3.530, 1.358], [-0.198, 4.351, 2.338], [-1.213, 3.876, 3.155], [-1.673, 2.576, 2.994], [-1.118, 1.759, 2.020], [2.514, 1.596, -0.247], [3.211, 1.801, -1.439], [4.585, 2.007, -1.445], [5.288, 2.024, -0.250], [4.609, 1.851, 0.950], [3.240, 1.639, 0.950], [-1.185, 3.399, -5.221], [-1.895, 4.420, -3.078], [-1.161, 3.451, -0.946], [0.870, 0.334, -3.072], [0.192, 1.341, -5.200], [1.146, 3.914, 0.733], [0.175, 5.360, 2.465], [-1.636, 4.512, 3.922], [-2.447, 2.192, 3.647], [-1.437, 0.727, 1.957], [2.678, 1.814, -2.383], [5.104, 2.163, -2.382], [6.358, 2.185, -0.252], [5.149, 1.881, 1.888], [2.729, 1.493, 1.892]]
}


{
  "formula": "C32H45GeO5S2SiW",
  "method": "wB97M-V/def2-TZVPD",
  "molar_mass_g_mol": 858.4,
  "total_charge": 2,
  "e_tot_ev": -132029.32125,
  "de_lowest_ev": 1.675,
  "multiplicity": 4,
  "orbital_gap_ev": [6.41, 4.31],
  "fmax_ev_per_a": 1.91,
  "species": ["W", "C", "C", "C", "C", "O", "Ge", "O", "C", "C", "C", "C", "O", "C", "C", "C", "C", "H", "H", "H", "H", "H", "H", "H", "H", "H", "H", "H", "H", "H", "H", "H", "H", "H", "H", "H", "H", "H", "H", "H", "H", "H", "H", "H", "O", "Si", "C", "C", "C", "C", "C", "C", "C", "C", "C", "C", "C", "C", "C", "C", "C", "C", "C", "C", "H", "H", "H", "H", "H", "H", "H", "H", "H", "H", "H", "H", "H", "H", "H", "C", "O", "C", "S", "S", "H", "H", "H"],
  "xyz": [[0.664, -1.071, -0.358], [4.067, -1.360, -2.748], [3.370, -2.427, -1.926], [2.525, -3.306, -2.814], [4.367, -3.271, -1.150], [2.520, -1.689, -0.928], [3.245, -1.316, 0.953], [2.083, 0.213, 0.673], [2.662, 1.543, 0.303], [2.180, 2.526, 1.343], [4.178, 1.435, 0.339], [2.191, 1.915, -1.091], [1.483, -2.108, 1.276], [0.952, -2.210, 2.675], [2.109, -1.942, 3.626], [0.436, -3.619, 2.851], [-0.131, -1.175, 2.893], [4.696, -1.837, -3.502], [4.707, -0.734, -2.124], [3.341, -0.728, -3.262], [3.185, -3.855, -3.486], [1.832, -2.726, -3.421], [1.964, -4.042, -2.233], [4.910, -3.916, -1.841], [3.860, -3.913, -0.423], [5.101, -2.656, -0.630], [2.577, 2.269, 2.329], [1.096, 2.533, 1.395], [2.521, 3.531, 1.086], [4.532, 1.119, 1.324], [4.620, 2.409, 0.129], [4.550, 0.735, -0.417], [1.137, 2.190, -1.093], [2.356, 1.089, -1.787], [2.754, 2.771, -1.462], [2.934, -2.640, 3.464], [1.768, -2.071, 4.653], [2.475, -0.915, 3.531], [1.239, -4.351, 2.741], [-0.347, -3.846, 2.119], [0.000, -3.729, 3.846], [0.232, -0.186, 2.623], [-0.401, -1.154, 3.950], [-1.036, -1.401, 2.324], [-0.537, 0.266, -0.071], [-1.822, 1.424, -0.246], [-1.638, 2.680, 1.079], [-1.401, 4.022, 0.761], [-1.235, 4.970, 1.763], [-1.298, 4.588, 3.097], [-1.530, 3.258, 3.432], [-1.705, 2.314, 2.430], [-3.406, 0.491, -0.094], [-3.752, -0.426, -1.101], [-4.954, -1.116, -1.057], [-5.834, -0.905, 0.001], [-5.512, 0.002, 1.003], [-4.309, 0.702, 0.953], [-1.694, 2.114, -1.956], [-2.568, 3.140, -2.325], [-2.571, 3.643, -3.618], [-1.707, 3.121, -4.572], [-0.835, 2.098, -4.230], [-0.832, 1.604, -2.931], [-1.334, 4.333, -0.278], [-1.051, 6.005, 1.502], [-1.177, 5.329, 3.878], [-1.581, 2.961, 4.473], [-1.904, 1.283, 2.706], [-3.087, -0.579, -1.949], [-5.216, -1.803, -1.855], [-6.779, -1.433, 0.036], [-6.202, 0.177, 1.819], [-4.087, 1.427, 1.729], [-3.265, 3.548, -1.598], [-3.255, 4.440, -3.884], [-1.717, 3.509, -5.583], [-0.160, 1.689, -4.974], [-0.136, 0.818, -2.680], [-2.848, -3.416, 0.393], [-1.814, -2.418, 0.132], [-0.767, -2.774, -0.613], [-0.071, -4.307, -0.507], [-0.602, -1.960, -2.170], [-3.715, -2.844, 0.709], [-2.537, -4.101, 1.179], [-3.060, -3.956, -0.531]]
}


{
  "formula": "C29H52IO9PS2",
  "method": "wB97M-V/def2-TZVPD",
  "molar_mass_g_mol": 766.7,
  "e_tot_ev": -88401.40173,
  "de_lowest_ev": 0.000,
  "orbital_gap_ev": 8.73,
  "smiles": "C=C[C@]1(SCC(=O)OC[C@@H](C)OC(=O)CS)OC(=O)[C@@H](P(O)I)[C@@H]1CCCCCCCCCCCCOC.CC(C)O",
  "fmax_ev_per_a": 1.59,
  "species": ["C", "C", "C", "S", "C", "C", "O", "O", "C", "C", "C", "O", "C", "O", "C", "S", "O", "C", "O", "C", "P", "O", "I", "C", "C", "C", "C", "C", "C", "C", "C", "C", "C", "C", "C", "C", "O", "C", "H", "H", "H", "H", "H", "H", "H", "H", "H", "H", "H", "H", "H", "H", "H", "H", "H", "H", "H", "H", "H", "H", "H", "H", "H", "H", "H", "H", "H", "H", "H", "H", "H", "H", "H", "H", "H", "H", "H", "H", "H", "H", "H", "H", "C", "C", "C", "O", "H", "H", "H", "H", "H", "H", "H", "H"],
  "xyz": [[-0.221, 0.617, 3.812], [-1.216, 1.355, 3.254], [-0.916, 2.372, 2.171], [-0.426, 1.384, 0.704], [0.852, 2.434, -0.044], [1.233, 1.813, -1.359], [0.916, 0.693, -1.676], [1.950, 2.628, -2.159], [3.100, 1.991, -2.743], [2.819, 1.278, -4.074], [1.486, 1.624, -4.731], [3.963, 1.604, -4.920], [4.378, 0.558, -5.693], [5.125, -0.280, -5.266], [3.863, 0.538, -7.113], [2.946, -0.999, -7.411], [0.244, 3.100, 2.652], [-0.045, 4.435, 2.611], [0.766, 5.268, 2.329], [-1.527, 4.524, 2.925], [-2.323, 6.216, 3.094], [-1.130, 7.229, 2.626], [-3.885, 6.531, 1.241], [-2.001, 3.460, 1.909], [-3.454, 2.988, 1.934], [-4.037, 2.810, 0.535], [-5.503, 2.358, 0.514], [-5.781, 0.862, 0.374], [-4.959, -0.100, 1.244], [-3.664, -0.613, 0.604], [-3.036, -1.725, 1.474], [-2.359, -2.807, 0.617], [-1.213, -3.485, 1.375], [-1.719, -4.222, 2.640], [-1.367, -3.519, 3.973], [-2.600, -3.069, 4.785], [-2.538, -3.456, 6.145], [-1.621, -2.690, 6.893], [-0.134, 0.563, 4.891], [0.479, 0.077, 3.182], [-2.237, 1.164, 3.576], [1.737, 2.512, 0.583], [0.437, 3.428, -0.208], [3.475, 1.253, -2.036], [3.858, 2.754, -2.887], [2.865, 0.203, -3.908], [1.049, 2.547, -4.366], [1.661, 1.761, -5.797], [0.793, 0.792, -4.646], [4.707, 0.610, -7.794], [3.168, 1.348, -7.302], [3.900, -1.874, -7.072], [-1.677, 4.045, 3.898], [-0.330, 7.086, 3.149], [-1.762, 3.758, 0.882], [-3.518, 2.060, 2.504], [-4.074, 3.700, 2.481], [-3.390, 2.204, -0.099], [-4.025, 3.811, 0.099], [-6.029, 2.786, 1.370], [-5.946, 2.834, -0.365], [-5.704, 0.537, -0.665], [-6.825, 0.701, 0.652], [-4.779, 0.299, 2.245], [-5.576, -0.992, 1.384], [-2.921, 0.179, 0.537], [-3.926, -1.018, -0.373], [-2.230, -1.266, 2.054], [-3.774, -2.141, 2.159], [-1.953, -2.351, -0.287], [-3.084, -3.576, 0.342], [-0.782, -4.236, 0.710], [-0.438, -2.759, 1.623], [-1.304, -5.227, 2.658], [-2.804, -4.296, 2.570], [-0.749, -2.642, 3.786], [-0.816, -4.214, 4.606], [-2.706, -1.979, 4.715], [-3.510, -3.516, 4.387], [-0.593, -3.038, 6.758], [-1.671, -1.632, 6.612], [-1.899, -2.774, 7.941], [7.912, -4.764, -4.939], [6.845, -4.358, -3.933], [6.580, -2.862, -3.979], [7.242, -4.751, -2.618], [8.858, -4.264, -4.713], [8.092, -5.839, -4.893], [7.618, -4.503, -5.957], [5.922, -4.900, -4.142], [7.487, -2.305, -3.726], [5.816, -2.585, -3.253], [6.248, -2.544, -4.966], [8.058, -4.285, -2.408]]
}


{
  "formula": "C36H59Br6O22",
  "method": "wB97M-V/def2-TZVPD",
  "molar_mass_g_mol": 1323.3,
  "total_charge": -1,
  "e_tot_ev": -503593.30001,
  "orbital_gap_ev": 7.35,
  "fmax_ev_per_a": 1.92,
  "species": ["C", "C", "O", "H", "H", "H", "H", "H", "Br", "C", "C", "Br", "H", "H", "H", "H", "Br", "C", "C", "Br", "H", "H", "H", "H", "Br", "C", "C", "Br", "H", "H", "H", "H", "C", "C", "C", "O", "C", "O", "O", "H", "H", "H", "H", "H", "H", "C", "C", "C", "O", "C", "O", "O", "H", "H", "H", "H", "H", "H", "C", "C", "C", "O", "C", "O", "O", "H", "H", "H", "H", "H", "H", "C", "C", "C", "O", "C", "O", "O", "H", "H", "H", "H", "H", "H", "C", "C", "C", "O", "C", "O", "O", "H", "H", "H", "H", "H", "H", "C", "C", "C", "O", "C", "O", "O", "H", "H", "H", "H", "H", "H", "C", "C", "C", "O", "C", "O", "O", "H", "H", "H", "H", "H", "H"],
  "xyz": [[45.122, -22.572, -21.388], [45.246, -21.886, -20.026], [44.455, -20.796, -19.764], [45.562, -23.577, -21.315], [45.712, -22.088, -22.173], [44.090, -22.711, -21.712], [46.318, -21.744, -19.740], [44.989, -22.695, -19.278], [44.816, -16.322, -19.706], [45.259, -17.635, -18.334], [46.589, -17.302, -17.719], [46.466, -15.861, -16.439], [45.273, -18.620, -18.817], [44.437, -17.593, -17.625], [47.355, -17.018, -18.439], [47.013, -18.185, -17.245], [40.182, -18.120, -21.123], [41.940, -18.571, -20.362], [41.858, -18.916, -18.920], [41.423, -17.414, -17.715], [42.604, -17.754, -20.608], [42.213, -19.471, -20.908], [42.833, -19.222, -18.548], [41.100, -19.657, -18.694], [44.418, -28.048, -22.446], [44.498, -26.837, -20.953], [43.836, -27.451, -19.752], [44.164, -26.335, -18.172], [44.061, -25.864, -21.189], [45.537, -26.578, -20.743], [44.243, -28.430, -19.521], [42.755, -27.500, -19.835], [44.412, -19.508, -23.213], [45.157, -18.329, -22.619], [46.508, -18.640, -21.984], [47.362, -17.596, -22.458], [46.812, -17.049, -23.575], [47.398, -16.328, -24.312], [45.535, -17.440, -23.704], [43.791, -19.199, -24.047], [43.845, -19.946, -22.380], [45.063, -20.341, -23.493], [44.464, -17.813, -21.964], [46.880, -19.601, -22.352], [46.498, -18.627, -20.898], [45.832, -24.818, -23.919], [46.239, -25.648, -25.111], [47.317, -25.017, -26.006], [48.304, -26.040, -26.147], [48.027, -27.076, -25.323], [48.725, -28.025, -25.184], [46.834, -26.892, -24.713], [45.218, -23.983, -24.280], [46.688, -24.414, -23.392], [45.130, -25.387, -23.311], [45.377, -25.918, -25.724], [47.811, -24.139, -25.581], [46.916, -24.719, -26.975], [39.767, -21.991, -23.805], [40.969, -21.122, -24.061], [42.266, -21.844, -24.466], [42.776, -21.040, -25.524], [41.845, -20.135, -25.917], [41.999, -19.368, -26.807], [40.718, -20.265, -25.183], [40.013, -22.745, -23.053], [39.519, -22.590, -24.686], [38.907, -21.389, -23.525], [41.165, -20.510, -23.175], [42.062, -22.830, -24.889], [42.910, -21.920, -23.592], [48.621, -20.253, -18.948], [49.838, -19.580, -18.372], [51.171, -19.900, -19.090], [51.815, -18.639, -19.207], [50.979, -17.651, -18.802], [51.277, -16.512, -18.710], [49.750, -18.154, -18.540], [48.581, -20.067, -20.021], [47.717, -19.930, -18.437], [48.695, -21.329, -18.768], [49.975, -19.775, -17.304], [50.968, -20.401, -20.039], [51.828, -20.512, -18.474], [46.319, -21.877, -16.479], [45.225, -20.850, -16.470], [44.022, -21.286, -15.586], [44.103, -20.429, -14.443], [45.033, -19.467, -14.637], [45.316, -18.642, -13.838], [45.618, -19.617, -15.846], [47.322, -21.510, -16.717], [46.201, -22.667, -17.227], [46.436, -22.407, -15.527], [44.867, -20.625, -17.480], [44.091, -22.326, -15.287], [43.113, -21.025, -16.124], [48.507, -22.263, -22.412], [49.922, -22.759, -22.310], [50.311, -23.431, -20.995], [51.067, -24.567, -21.408], [50.996, -24.709, -22.757], [51.566, -25.550, -23.363], [50.175, -23.775, -23.292], [48.225, -21.926, -23.411], [48.306, -21.397, -21.778], [47.811, -23.052, -22.124], [50.588, -21.915, -22.523], [49.454, -23.748, -20.398], [50.948, -22.771, -20.408], [42.023, -22.833, -17.967], [41.159, -23.038, -19.165], [41.627, -22.482, -20.514], [41.443, -23.586, -21.414], [41.102, -24.704, -20.742], [40.945, -25.772, -21.248], [41.014, -24.458, -19.425], [41.582, -23.397, -17.141], [41.864, -21.816, -17.594], [43.073, -23.025, -18.167], [40.133, -22.692, -19.004], [42.640, -22.062, -20.491], [40.968, -21.683, -20.866]]
}